<A>
Here is a 2-piece molecular cluster, CH4NOP overall from the OMol25 dataset. Energies are from ωB97M-V/def2-TZVPD.

Computed properties:
Orbital gap (alpha / beta): 8.04 / 8.04 eV
LUMO energy (alpha / beta): 0.1 / 0.1 eV
Molecular weight: 77.023 u

```
! wB97M-V def2-TZVPD RIJCOSX def2/J DEFGRID3
* xyz 0 1
H 2.00 -1.62 1.57
O -0.53 1.75 -2.42
P -0.16 1.28 -0.67
H 0.67 -1.56 2.55
C -1.45 1.16 -1.73
H -2.40 0.90 -2.19
H 0.86 -0.47 1.26
N 1.01 -1.44 1.62
*
```

<B>
Here is CH4NOP as an isolated structure from the OMol25 dataset. Energies are from ωB97M-V/def2-TZVPD.

Computed properties:
Orbital gap: 9.30 eV
LUMO energy: 0.3 eV
Molecular weight: 77.023 u

```
! wB97M-V def2-TZVPD RIJCOSX def2/J DEFGRID3
* xyz 0 1
C 0.06 -0.07 0.58
O -2.08 -0.84 -0.39
H 0.50 0.09 1.67
P -1.50 0.48 -0.31
H 0.74 1.38 -0.63
H 1.64 -0.15 -0.84
H -0.08 -1.16 0.57
N 0.72 0.28 -0.66
*
```

Of them, the most stable is <B> and the least stable is <A>.

<A>
Here is C5H12NO2 as an isolated structure from the OMol25 dataset. Energies are from ωB97M-V/def2-TZVPD.

Computed properties:
Orbital gap: 5.33 eV
LUMO energy: 2.3 eV
Molecular weight: 118.156 u

```
! wB97M-V def2-TZVPD RIJCOSX def2/J DEFGRID3
* xyz -1 1
O -3.06 0.33 -0.51
H 1.63 -0.37 1.29
H 1.28 1.63 0.60
O 3.02 -0.58 -0.17
C 2.05 -0.53 -1.10
H 2.08 0.30 -1.83
C 0.61 -0.01 1.94
C 0.72 -0.38 -0.46
H -1.17 0.46 -0.85
C -3.25 0.68 0.73
H -2.47 0.24 1.46
H 0.40 -1.35 -0.09
H 1.01 0.40 2.88
H -0.24 -0.68 2.19
H 1.97 -1.41 -1.87
H -4.17 0.38 1.30
C 0.93 0.61 0.74
H -0.76 -0.90 -1.78
N -0.44 -0.07 -1.32
H -3.05 1.80 1.15
*
```

<B>
Here is a 2-piece molecular cluster, C5H12NO2 overall from the OMol25 dataset. Energies are from ωB97M-V/def2-TZVPD.

Computed properties:
Orbital gap: 5.26 eV
LUMO energy: 3.4 eV
Molecular weight: 118.156 u

```
! wB97M-V def2-TZVPD RIJCOSX def2/J DEFGRID3
* xyz -1 1
H -0.21 -2.59 -0.66
H -2.12 2.09 0.23
H 1.12 -0.86 -2.41
H -2.42 -1.23 0.37
H 0.38 -0.61 1.70
C 1.93 0.32 -0.70
H -0.25 -0.04 -1.65
C 0.71 -0.53 -1.36
C -0.35 -0.96 0.95
H 2.61 -0.34 -0.22
H 2.12 1.33 -2.49
N -2.30 -0.75 2.41
C 0.29 -1.65 -0.32
H -0.69 2.44 0.47
H 1.19 -2.14 -0.01
O 2.68 1.01 -1.73
O -1.53 2.68 -0.01
H 1.54 0.91 0.04
H -1.62 -0.59 3.05
C -1.69 -0.96 1.19
*
```

<C>
Here is C5H12NO2 as an isolated structure from the OMol25 dataset. Energies are from ωB97M-V/def2-TZVPD.

Computed properties:
Orbital gap: 6.42 eV
LUMO energy: 3.3 eV
Molecular weight: 118.156 u

```
! wB97M-V def2-TZVPD RIJCOSX def2/J DEFGRID3
* xyz -1 1
O 1.62 -1.15 2.23
H -2.14 1.12 0.99
C -1.34 -1.83 -0.28
H -2.14 -1.62 -1.01
H 1.77 2.07 0.05
O 0.17 -0.90 -1.93
C -0.07 -0.96 -0.52
H -1.65 -1.81 0.75
H 0.08 0.68 1.28
H 0.77 3.43 -0.83
H 0.83 -1.42 -0.13
H -1.33 -0.10 2.03
N 0.04 1.36 -1.01
H -0.86 -2.83 -0.39
H 1.66 -0.24 2.55
C -1.15 0.62 1.22
H 0.30 2.64 0.71
H 0.43 0.04 -2.03
C -0.29 0.46 0.03
C 0.74 2.43 -0.26
*
```

Of them, the most stable is <B> and the least stable is <A>.

<A>
Here is the molecule C15H23N3O4 from the OMol25 dataset. Energies are from ωB97M-V/def2-TZVPD.

Computed properties:
Orbital gap: 8.54 eV
LUMO energy: 0.4 eV
Molecular weight: 309.366 u

```
! wB97M-V def2-TZVPD RIJCOSX def2/J DEFGRID3
* xyz 0 1
H -4.31 -2.41 1.39
H -2.32 1.87 1.41
O 5.73 1.13 -0.92
H 0.15 -0.41 1.17
C 2.79 -1.23 0.61
C 4.80 0.30 -0.44
C 0.19 -1.47 0.88
H -2.78 3.27 -0.64
H 4.14 1.74 0.81
N -1.16 3.48 1.77
H -2.00 2.28 -2.58
C -2.52 -0.48 -0.60
H -0.58 -3.18 1.64
C 2.90 0.05 0.99
C -0.26 -1.75 -0.62
H -3.81 1.15 -1.00
H -1.08 3.52 -0.89
H -0.61 1.53 0.85
N -0.70 -2.18 1.69
H 1.71 -1.95 2.35
H -0.42 4.08 1.48
C 3.92 0.81 0.51
H -0.86 1.19 -1.91
O 0.54 -2.22 -1.42
H -1.91 4.15 1.58
H -1.72 -1.97 1.61
C 3.59 -1.81 -0.43
C -1.44 2.33 0.85
C -1.78 2.77 -0.55
H -3.40 0.14 -2.40
H 6.11 0.71 -1.72
H -1.95 -0.29 0.35
H 3.16 -2.63 -0.88
C -1.89 1.66 -1.67
H -1.42 -1.69 -2.12
C 4.64 -1.00 -0.88
H 1.70 -3.01 0.80
C 1.62 -1.97 1.22
O -4.84 -1.26 -0.54
H 2.21 0.40 1.71
O -3.46 -2.17 0.84
C -3.74 -1.34 -0.16
C -2.99 0.63 -1.46
N -1.45 -1.34 -1.15
H 5.49 -1.44 -1.53
*
```

<B>
Here is a 2-piece molecular cluster, C15H23N3O4 overall from the OMol25 dataset. Energies are from ωB97M-V/def2-TZVPD.

Computed properties:
Orbital gap: 9.67 eV
LUMO energy: 0.5 eV
Molecular weight: 309.366 u

```
! wB97M-V def2-TZVPD RIJCOSX def2/J DEFGRID3
* xyz 0 1
C -1.32 -3.32 2.83
C 0.26 2.08 -2.72
C 0.96 -1.42 -1.37
H -1.00 -4.79 4.13
C 1.36 1.23 -0.58
N -0.67 -3.88 3.86
H -1.38 3.51 -2.76
H 0.81 -2.45 -1.69
H 0.15 -2.36 5.08
C -0.90 -1.92 2.35
H 0.75 -4.00 5.40
C -0.96 2.76 -2.08
H 1.55 4.74 -4.33
C 1.62 -1.15 -0.17
H 2.33 0.39 1.16
C 0.72 0.96 -1.80
C -3.00 -0.82 1.52
O -2.23 -3.94 2.30
N 0.88 3.99 -4.13
H -1.74 2.03 -1.85
H 0.70 3.45 -4.98
C 2.75 2.48 -3.39
N -1.78 -1.32 1.34
H -1.43 -1.26 0.40
H -4.60 -0.32 2.84
H 1.30 -3.13 3.95
H -0.06 1.63 -3.67
H 1.53 3.72 -2.15
H -0.68 3.26 -1.15
O 3.85 3.19 -3.06
H -0.85 -1.26 3.22
H -3.00 -0.38 3.61
H 1.52 2.25 -0.25
H -3.84 -1.89 3.17
H 0.10 -2.00 1.94
C 0.45 -3.31 4.61
H 1.99 -1.97 0.44
H 4.59 2.66 -3.38
C 1.82 0.18 0.23
C -3.65 -0.86 2.89
O 2.81 1.43 -4.01
O -3.60 -0.31 0.58
C 0.51 -0.37 -2.18
C 1.37 3.11 -3.04
H 0.02 -0.60 -3.12
*
```

Of them, the most stable is <B> and the least stable is <A>.

<A>
Here is the molecule C5H6 from the OMol25 dataset. Energies are from ωB97M-V/def2-TZVPD.

Computed properties:
Orbital gap: 10.89 eV
LUMO energy: 1.1 eV
Molecular weight: 66.103 u

```
! wB97M-V def2-TZVPD RIJCOSX def2/J DEFGRID3
* xyz 0 1
C -0.20 0.86 0.31
C 0.39 1.87 -0.33
C -0.68 -0.34 -0.41
H 1.09 -3.23 1.18
H 0.66 1.86 -1.41
C 0.59 -2.43 0.67
H -1.80 -0.38 -0.40
C -0.09 -1.52 0.21
H -0.28 -0.30 -1.47
H -0.47 0.88 1.39
H 0.79 2.73 0.27
*
```

<B>
Here is a 2-piece molecular cluster, C5H6 overall from the OMol25 dataset. Energies are from ωB97M-V/def2-TZVPD.

Computed properties:
Orbital gap (alpha / beta): 7.52 / 7.52 eV
LUMO energy (alpha / beta): -0.2 / -0.2 eV
Molecular weight: 66.103 u

```
! wB97M-V def2-TZVPD RIJCOSX def2/J DEFGRID3
* xyz 0 1
C 0.12 0.14 0.08
H 2.76 -0.72 -0.36
H -0.89 -1.39 1.22
C -0.79 1.11 0.33
H -0.81 2.17 0.45
C -0.82 -1.03 0.20
H -0.73 -1.86 -0.51
H 2.70 1.05 -0.48
C 2.50 0.20 0.20
C -1.67 0.13 -0.15
H -2.37 0.20 -0.97
*
```

<C>
Here is the molecule C5H6 from the OMol25 dataset. Energies are from ωB97M-V/def2-TZVPD.

Computed properties:
Orbital gap: 9.60 eV
LUMO energy: 1.1 eV
Molecular weight: 66.103 u

```
! wB97M-V def2-TZVPD RIJCOSX def2/J DEFGRID3
* xyz 0 1
C 1.31 0.37 -0.03
H -2.15 0.78 0.26
C -0.04 0.81 -0.13
C 2.36 -0.17 -0.32
H -0.21 1.55 -0.92
H 2.80 -1.03 -0.78
C -1.23 0.43 0.70
H -0.98 -1.08 -1.00
H -0.06 -1.40 0.52
H -1.19 0.43 1.77
C -0.62 -0.67 -0.07
*
```

<D>
Here is the molecule C5H6 from the OMol25 dataset. Energies are from ωB97M-V/def2-TZVPD.

Computed properties:
Orbital gap: 9.68 eV
LUMO energy: 1.2 eV
Molecular weight: 66.103 u

```
! wB97M-V def2-TZVPD RIJCOSX def2/J DEFGRID3
* xyz 0 1
H 1.62 -0.09 1.09
H 0.87 2.07 -0.17
C 0.40 1.09 -0.09
H 1.74 -0.42 -0.89
C -0.93 0.88 0.04
H -2.20 -1.01 0.01
H 0.24 -2.18 -0.11
H -1.71 1.60 0.08
C -1.18 -0.57 -0.02
C 1.14 -0.23 0.06
C 0.01 -1.15 -0.01
*
```

Of them, the most stable is <D> and the least stable is <B>.